This record from OMol25 describes 4 unconnected molecules or ions with the total composition C16H29IN2O9S4. The level of theory is wB97M-V/def2-TZVPD.

For the largest force on an atom, the calculation gives 0.02734 hartree/bohr. The orbital gap comes out at 8.723 eV. The SMILES is NCC(=O)O[C@](O)(I)N=C=S.O=S1(=O)CCCC1.O=S1(=O)CCCC1.O=S1(=O)CCCC1.

Cartesian coordinates (Å):
N -2.695 2.952 1.295
C -1.887 3.899 0.546
C -0.878 3.111 -0.264
O -1.200 2.554 -1.272
O 0.455 3.068 0.113
C 0.774 2.496 1.345
O 2.153 2.395 1.362
I 0.061 0.439 1.496
N 0.408 3.379 2.474
C -0.243 2.955 3.420
S -1.186 2.633 4.609
H -3.442 3.427 1.786
H -3.119 2.286 0.652
H -1.349 4.549 1.239
H -2.430 4.556 -0.143
H 2.481 3.043 1.998
O -3.851 0.486 0.364
S -5.072 -0.006 0.957
O -6.007 0.897 1.577
C -5.919 -1.026 -0.244
C -5.350 -2.423 -0.016
C -5.282 -2.607 1.506
C -4.657 -1.334 2.093
H -5.736 -0.634 -1.241
H -6.983 -0.985 -0.013
H -5.967 -3.185 -0.490
H -4.347 -2.490 -0.442
H -6.290 -2.739 1.903
H -4.704 -3.487 1.781
H -5.055 -1.089 3.074
H -3.571 -1.399 2.139
O 2.637 -1.826 1.127
S 3.794 -1.573 1.943
O 3.708 -1.536 3.383
C 5.088 -2.706 1.449
C 5.817 -1.972 0.328
C 5.960 -0.519 0.799
C 4.597 -0.080 1.346
H 4.640 -3.647 1.137
H 5.735 -2.864 2.312
H 6.784 -2.428 0.119
H 5.221 -2.005 -0.588
H 6.712 -0.464 1.591
H 6.285 0.136 -0.008
H 4.685 0.622 2.172
H 3.965 0.341 0.567
O 1.095 -2.272 -1.890
S 1.827 -1.210 -2.532
O 3.248 -1.050 -2.322
C 1.495 -1.281 -4.291
C 0.258 -0.407 -4.473
C 0.489 0.835 -3.602
C 0.985 0.349 -2.236
H 1.350 -2.318 -4.587
H 2.358 -0.861 -4.807
H 0.106 -0.146 -5.520
H -0.629 -0.942 -4.127
H 1.247 1.469 -4.067
H -0.414 1.430 -3.492
H 1.683 1.047 -1.781
H 0.160 0.157 -1.554

---

This record from OMol25 describes a molecular structure, C16H29N2Rh. The level of theory is wB97M-V/def2-TZVPD.

Its spin multiplicity is 5. For the largest force on an atom, the calculation gives 0.06951 hartree/bohr. The calculation puts the energy above the lowest of the compared OMol25 structures with the same formula, charge and spin at 1.239 eV. The total charge is +2. The orbital gap (spin up / spin down) comes out at 6.374 / 6.605 eV.

Cartesian coordinates (Å):
C 0.958 1.718 -1.764
H 1.674 1.770 -0.875
H 1.544 1.549 -2.676
H 1.057 0.487 1.323
C -0.063 2.815 -1.616
H -1.023 2.510 -1.986
H -0.189 2.892 -0.493
C 0.607 4.014 -2.217
H -0.121 4.782 -2.331
H 1.431 4.316 -1.561
H 1.001 3.711 -3.153
C -0.749 -1.596 -0.317
C -1.428 -0.755 -1.263
C -0.449 -0.411 -2.262
C 0.814 -1.055 -1.929
C 0.616 -1.810 -0.722
C 1.607 -2.673 -0.074
C 1.998 -1.148 -2.807
C -0.749 0.224 -3.586
C -2.823 -0.331 -1.230
C -1.409 -2.292 0.862
Rh 0.485 0.445 -0.444
H 2.862 -1.518 -2.249
H 1.870 -1.855 -3.649
H 2.316 -0.211 -3.269
H 2.614 -2.426 -0.390
H 1.538 -2.544 1.004
H 1.431 -3.733 -0.295
H -2.190 -1.621 1.201
H -1.839 -3.288 0.634
H -0.631 -2.394 1.607
H -2.980 0.598 -1.763
H -3.520 -1.074 -1.635
H -3.101 -0.165 -0.193
H -0.059 1.036 -3.845
H -0.731 -0.457 -4.466
H -1.757 0.678 -3.594
C 1.151 0.385 5.170
N -0.029 -0.111 4.437
C -1.252 -0.484 5.180
C -0.047 -0.082 3.166
N -0.095 0.307 2.012
H 0.966 0.335 6.240
H 1.367 1.422 4.869
H 2.026 -0.220 4.902
H -2.078 0.185 4.896
H -1.550 -1.501 4.899
H -1.069 -0.421 6.250

---

This record from OMol25 describes a single C16H29N3O2 molecule. The level of theory is wB97M-V/def2-TZVPD.

For the largest force on an atom, the calculation gives 0.02491 hartree/bohr. The calculation puts the energy above the lowest of the compared OMol25 structures with the same formula, charge and spin at 3.378 eV. The orbital gap comes out at 9.658 eV. The SMILES is CC(C)CCc1noc(CN(C)CCC2CCOCC2)n1.

Cartesian coordinates (Å):
C -3.964 -1.435 1.297
C -5.166 -1.310 0.365
C -6.203 -0.359 0.961
C -4.762 -0.901 -1.059
C -4.029 0.440 -1.172
C -2.606 0.358 -0.768
N -1.775 -0.568 -1.156
O -0.585 -0.253 -0.575
C -0.786 0.864 0.126
C 0.326 1.481 0.897
N 1.494 1.643 0.054
C 1.243 2.600 -1.003
C 2.697 1.956 0.807
C 3.983 1.547 0.083
C 4.174 0.045 -0.163
C 4.093 -0.795 1.114
C 4.372 -2.259 0.768
O 3.453 -2.755 -0.175
C 3.492 -2.026 -1.380
C 3.185 -0.541 -1.173
N -2.010 1.286 0.042
H -3.525 -0.459 1.492
H -3.206 -2.080 0.860
H -4.271 -1.862 2.250
H -5.631 -2.300 0.279
H -6.571 -0.752 1.906
H -7.049 -0.240 0.288
H -5.771 0.620 1.153
H -5.668 -0.847 -1.666
H -4.117 -1.673 -1.482
H -4.509 1.212 -0.573
H -4.054 0.760 -2.218
H -0.049 2.429 1.320
H 0.578 0.804 1.720
H 0.382 2.279 -1.588
H 2.105 2.642 -1.664
H 1.043 3.610 -0.614
H 2.752 3.037 1.029
H 2.654 1.432 1.763
H 4.818 1.903 0.693
H 4.041 2.061 -0.878
H 5.186 -0.075 -0.575
H 4.814 -0.449 1.857
H 3.090 -0.733 1.534
H 4.268 -2.896 1.649
H 5.399 -2.357 0.378
H 2.745 -2.489 -2.028
H 4.486 -2.137 -1.845
H 3.261 -0.023 -2.129
H 2.169 -0.429 -0.798

---

This record from OMol25 describes a molecular structure, C16H30As3Cl3N3PdSeSi. The level of theory is wB97M-V/def2-TZVPD.

For the largest force on an atom, the calculation gives 0.01028 hartree/bohr. The calculation puts the energy above the lowest of the compared OMol25 structures with the same formula, charge and spin at 1.472 eV. The total charge is +1. The orbital gap comes out at 6.766 eV.

Cartesian coordinates (Å):
Pd -1.238 0.782 -0.843
C -0.328 1.471 2.462
As 0.396 1.411 0.664
C 1.137 3.186 0.444
C 2.018 0.339 0.586
C 1.964 -1.183 0.811
C 1.223 -1.500 2.112
C 1.307 -1.921 -0.362
As -0.604 -1.620 -0.667
C -0.841 -2.562 -2.347
C -1.508 -2.814 0.582
C 3.412 -1.691 0.981
As 4.837 -1.756 -0.419
C 4.418 -0.299 -1.677
C 4.170 -3.244 -1.525
H 0.487 1.509 3.186
H -0.959 0.610 2.661
H -0.924 2.379 2.544
H 1.873 3.393 1.221
H 0.328 3.913 0.499
H 1.606 3.245 -0.537
H 2.706 0.787 1.310
H 2.406 0.565 -0.409
H 0.185 -1.162 2.089
H 1.712 -1.026 2.965
H 1.213 -2.576 2.293
H 1.441 -2.999 -0.241
H 1.797 -1.642 -1.297
H -0.591 -3.615 -2.217
H -0.191 -2.118 -3.099
H -1.874 -2.467 -2.674
H -0.922 -3.712 0.777
H -2.458 -3.105 0.134
H -1.703 -2.294 1.518
H 3.367 -2.736 1.305
H 3.861 -1.150 1.819
H 4.560 0.671 -1.202
H 3.420 -0.361 -2.110
H 5.142 -0.376 -2.488
H 3.825 -4.050 -0.877
H 5.002 -3.625 -2.116
H 3.368 -2.953 -2.200
Se -4.805 -0.646 1.702
N -5.897 0.752 1.821
C -5.274 1.769 1.266
C -5.795 3.091 1.128
C -5.012 4.003 0.503
C -3.715 3.631 0.014
N -3.190 2.447 0.122
C -3.956 1.503 0.747
N -3.517 0.270 0.881
H -6.781 3.317 1.510
H -5.335 5.023 0.352
H -3.123 4.387 -0.492
Cl -0.888 3.471 -3.853
Si -0.512 1.826 -2.700
Cl 1.051 0.869 -3.646
Cl -2.293 0.582 -3.012